This record from OMol25 describes 7 unconnected molecules or ions with the total composition C20H52N6O7 in a non-equilibrium geometry. The level of theory is the ωB97M-V functional and the def2-TZVPD basis.

Computed properties:
SMILES string: CC1(C)CCCC(C)(C)N1O.CC1(C)CCCC(C)(C)N1O.NC(N)=O.NC(N)=O.O.O.O
HOMO: -7.951 eV
E_tot: -1648.3346 Ha
lowest unoccupied orbital energy: 0.00974 Eh
orbital gap: 8.2 eV

Geometry as XYZ:
```
85
Properties=species:S:1:pos:R:3:forces:R:3:mulliken_charge:R:1
C 3.358647 1.209388 5.624779 1.55 4.00 -2.72 0.629
O 3.371778 1.293192 4.404063 -0.81 -0.55 -0.45 -0.663
N 3.564602 2.334283 6.358321 -0.30 1.93 1.13 -0.409
N 3.409657 0.141161 6.316792 -0.25 -4.59 2.47 -0.349
H 3.604444 2.347516 7.367453 -0.14 -0.19 -0.24 0.160
H 3.364544 3.233660 5.944556 0.08 -0.40 -0.17 0.219
H 3.514129 0.196079 7.319875 -0.04 -0.39 -0.37 0.172
H 3.511127 -0.741491 5.836452 -0.07 0.14 0.27 0.241
C 8.059105 -3.262311 5.186372 -1.87 -2.02 3.45 0.618
O 7.053648 -3.907478 5.420886 -1.13 -0.62 -0.08 -0.669
N 8.913804 -3.039087 6.185145 2.38 0.61 2.12 -0.387
N 8.321616 -2.776390 4.040259 1.50 2.64 -5.77 -0.341
H 8.811475 -3.549603 7.050588 -0.40 0.03 -0.45 0.216
H 9.747342 -2.469233 6.161106 -0.28 -0.08 -0.45 0.161
H 9.180049 -2.330897 3.749171 -0.01 -0.13 0.63 0.174
H 7.660454 -2.798723 3.277058 -0.22 -0.41 0.57 0.228
C -3.432309 -3.244793 -1.446939 0.28 0.47 -2.35 -2.011
C -4.670898 -3.187223 -0.577729 3.88 -1.56 1.40 1.250
C -3.987111 -2.626725 0.737095 -3.66 0.96 0.69 -1.127
C -5.214543 -2.239843 1.726602 2.03 0.19 -1.51 -0.750
C -6.209601 -1.309552 0.997332 0.39 -0.62 0.46 -1.161
C -6.761722 -1.815128 -0.369481 -0.31 0.42 -0.28 1.662
N -5.639413 -2.320225 -1.185232 0.17 0.78 0.47 0.293
O -6.088736 -2.851544 -2.434699 -0.28 -0.40 0.70 -0.501
C -7.860711 -2.892478 -0.218837 -0.75 -0.38 -0.31 -1.553
C -7.292023 -0.527588 -1.100703 -0.19 -0.35 -0.38 -1.937
C -4.945962 -4.668890 -0.214390 -1.38 -0.27 -0.66 -1.615
H -3.139585 -2.238833 -1.747701 -0.01 0.27 0.14 0.481
H -3.646118 -3.732625 -2.397944 0.00 -0.30 -0.09 0.399
H -2.525626 -3.703654 -1.052655 -0.39 -0.21 0.49 0.384
H -3.269891 -3.343895 1.136297 -0.38 -0.16 0.01 0.451
H -3.437681 -1.701723 0.562190 -0.10 0.11 -0.28 0.412
H -4.727330 -1.720153 2.551606 -0.49 0.04 0.33 0.409
H -5.789375 -3.088605 2.097096 0.38 -0.22 0.02 0.342
H -5.847171 -0.292867 0.845388 0.49 -0.11 0.02 0.453
H -6.977575 -1.222384 1.765929 -0.73 0.22 -0.55 0.384
H -8.395913 -3.117334 -1.141394 0.24 0.50 -0.43 0.342
H -7.527376 -3.898284 0.036763 0.55 0.26 0.41 0.311
H -8.674733 -2.656533 0.466578 0.25 0.42 0.32 0.412
H -6.549316 0.089261 -1.606653 0.85 -0.30 0.51 0.433
H -7.921771 -0.753518 -1.961213 -0.58 -0.32 0.36 0.402
H -7.781945 0.166999 -0.418348 -0.39 -0.30 0.05 0.396
H -4.056119 -5.262772 -0.005650 0.27 0.64 0.58 0.422
H -5.327130 -5.260043 -1.047072 -0.56 0.36 -0.31 0.362
H -5.676015 -4.721651 0.593286 0.21 -0.37 0.12 0.314
H -5.892193 -2.177830 -3.089735 0.22 0.22 0.10 0.341
C 4.038822 3.318977 -2.341931 -1.33 -0.09 0.92 -1.843
C 2.587564 3.926794 -2.607545 0.65 -1.17 -1.28 1.389
C 1.876197 2.852111 -3.592494 0.27 1.80 -0.47 -1.141
C 0.386083 3.169157 -3.816465 0.32 -1.00 1.68 -0.661
C -0.280002 3.194114 -2.439449 -0.15 1.19 0.00 -1.239
C 0.274821 4.233881 -1.451982 1.90 -1.35 0.97 1.659
N 1.791577 4.040826 -1.368854 -1.26 -2.25 -2.24 0.443
O 2.457045 4.608635 -0.308935 0.04 0.72 0.57 -0.478
C -0.034489 5.625699 -1.833723 -0.66 2.07 -0.52 -1.788
C -0.327585 3.885512 -0.090199 0.30 -0.18 -0.08 -1.972
C 2.790995 5.264608 -3.365901 0.48 0.61 -0.15 -1.836
H 3.896484 2.313892 -1.944881 -0.01 -0.14 0.13 0.432
H 4.580411 3.868520 -1.572006 -0.02 0.25 -0.16 0.398
H 4.678046 3.200556 -3.216841 -0.39 0.38 -0.23 0.412
H 2.350179 3.019943 -4.559598 0.35 0.00 -0.11 0.397
H 2.085646 1.801787 -3.389864 -0.18 0.12 0.73 0.419
H -0.148962 2.333195 -4.267016 0.34 0.19 -0.91 0.361
H 0.293653 4.100748 -4.374757 -0.32 -0.13 0.01 0.315
H -0.262418 2.209481 -1.972232 0.32 -0.11 -0.07 0.436
H -1.336263 3.445677 -2.534985 -0.22 0.01 -0.13 0.472
H -1.067372 5.963376 -1.748753 -0.54 -0.75 -0.14 0.420
H 0.408183 6.379634 -1.182788 0.76 -0.27 0.07 0.369
H 0.260559 5.837966 -2.861336 0.09 0.07 0.07 0.311
H -0.096691 4.656896 0.644491 -0.52 0.07 0.00 0.401
H -1.381143 3.675475 -0.274601 -0.25 0.62 0.44 0.422
H 0.040799 2.946818 0.323612 0.40 -0.09 -0.23 0.407
H 3.738369 5.374493 -3.893628 0.41 -0.70 0.13 0.456
H 2.843905 6.101530 -2.669579 -0.43 0.02 0.15 0.359
H 2.109897 5.499966 -4.183710 -0.65 -0.12 0.39 0.318
H 2.623977 3.822569 0.216265 0.28 0.22 0.51 0.363
O 4.809737 -4.664888 -0.648944 0.27 -0.03 -0.10 -0.650
H 4.171470 -5.346926 -0.857924 -0.15 -0.21 -0.02 0.317
H 4.280238 -3.889145 -0.464327 -0.18 0.30 0.09 0.324
O 3.521870 -4.590422 -4.896774 -0.23 0.00 -0.11 -0.641
H 4.253388 -5.149762 -5.158056 0.17 -0.15 -0.09 0.319
H 3.841327 -4.122260 -4.125410 0.08 0.15 0.24 0.324
O 2.679514 -1.153106 0.175261 0.10 -0.27 -0.17 -0.625
H 3.150942 -0.739669 0.898491 0.14 0.12 0.26 0.319
H 1.932698 -0.576290 0.014709 -0.20 0.13 -0.07 0.309
```
Forces are in eV/Å.